DFT (ωB97M-V/def2-TZVPD) results for 2 unconnected molecules or ions with the total composition C3H11NO in a non-equilibrium geometry.

The geometry in ORCA input format:
```
! RIJCOSX wB97M-V def2-TZVPD def2/J DEFGRID3
* xyz 0 1
C 0.43 -1.85 -1.48
N 0.79 -0.59 -0.84
C 0.80 0.50 -1.83
C -0.14 -0.31 0.26
H 1.04 -2.09 -2.35
H -0.61 -1.87 -1.85
H 0.57 -2.67 -0.81
H 1.57 1.23 -1.57
H 1.07 0.15 -2.81
H -0.16 1.01 -1.84
H -0.94 0.37 -0.05
H 0.44 0.20 1.02
H -0.54 -1.19 0.73
O -1.49 1.88 3.51
H -1.96 1.51 2.75
H -0.64 2.12 3.16
*
```

Calculated values
HOMO level, Ha: -0.318
LUMO, eV: 0.797
SMILES: CN(C)C.O

Here are the Löwdin charges for atoms 1 to 8, given in e: -0.14, -0.30, -0.11, -0.12, 0.07, 0.09, 0.07, 0.08


DFT (ωB97M-V/def2-TZVPD) results for a single C3H5NO2S2 molecule in a non-equilibrium geometry.

The geometry in ORCA input format:
```
! RIJCOSX wB97M-V def2-TZVPD def2/J DEFGRID3
* xyz 0 1
O -2.16 0.16 -0.29
C -0.78 -0.12 -0.19
O -0.59 -1.46 -0.82
C -0.18 -0.03 1.20
C 1.39 0.70 0.94
S 2.57 1.16 2.04
S 1.45 1.23 -0.64
N -0.17 0.77 -1.10
H -2.75 -0.27 0.35
H -0.93 -1.53 -1.70
H -0.09 -0.78 1.86
H 3.39 1.19 0.96
H -0.31 0.45 -2.04
*
```

Calculated values
HOMO level (alpha / beta), Ha: -0.287 / -0.287
LUMO (alpha / beta), eV: -0.146 / -0.147
SMILES: OC1(O)C=C(S)SN1

Here are the Löwdin charges for atoms 1 to 8, given in e: 0.01, -0.70, -0.03, 0.04, -0.99, 0.79, 0.95, -0.24


DFT (ωB97M-V/def2-TZVPD) results for 2 unconnected molecules or ions with the total composition C2F3N in a non-equilibrium geometry.

The geometry in ORCA input format:
```
! RIJCOSX wB97M-V def2-TZVPD def2/J DEFGRID3
* xyz 0 1
C -1.12 -1.72 -0.29
C 1.92 1.78 0.45
N -1.06 -0.69 -0.82
F -0.94 -2.81 0.35
F 0.85 0.98 0.30
F 1.53 2.98 0.15
*
```

Calculated values
HOMO level, Ha: -0.412
LUMO, eV: 0.138

Quick look at the Löwdin charges, all values in e: -0.31, -0.07, 0.16, 0.17, -0.02, 0.07


DFT (ωB97M-V/def2-TZVPD) results for a single C4H8N2 molecule in a non-equilibrium geometry.

The geometry in ORCA input format:
```
! RIJCOSX wB97M-V def2-TZVPD def2/J DEFGRID3
* xyz 0 1
C 1.59 -0.63 0.11
C 0.27 -0.67 -0.75
C -1.01 -0.12 0.00
C -0.76 1.54 0.38
N -2.28 -0.68 -0.27
N -1.80 -0.93 0.85
H 1.98 0.29 0.33
H 2.23 -1.26 -0.39
H 1.33 -1.07 1.06
H -0.01 -1.66 -0.78
H 0.41 -0.25 -1.77
H -1.58 1.92 0.92
H -0.49 2.05 -0.64
H 0.12 1.48 0.95
*
```

Calculated values
HOMO level, Ha: -0.371
LUMO, eV: 0.575
SMILES: CCC1(C)N=N1

Here are the Löwdin charges for atoms 1 to 8, given in e: -0.07, -0.17, -0.51, 0.01, 0.13, 0.13, 0.03, 0.04


DFT (ωB97M-V/def2-TZVPD) results for 2 unconnected molecules or ions with the total composition C8H8OS in a non-equilibrium geometry.

The geometry in ORCA input format:
```
! RIJCOSX wB97M-V def2-TZVPD def2/J DEFGRID3
* xyz 0 3
C 1.55 -1.50 -0.38
C 0.97 -1.53 0.88
C 0.88 -0.84 -1.40
C -0.25 -0.89 1.13
C -0.28 -0.15 -1.18
C -0.81 -0.12 0.10
C -2.33 1.88 -0.04
C -1.94 0.70 0.53
O 2.62 2.02 0.55
S 3.23 0.82 0.01
H 2.47 -1.77 -0.68
H 1.39 -2.03 1.79
H 1.27 -1.23 -2.35
H -0.45 -0.72 2.15
H -0.81 0.31 -1.95
H -3.32 2.31 0.29
H -1.67 2.29 -0.91
H -2.52 0.43 1.45
*
```

Calculated values
HOMO level (alpha / beta), Ha: -0.303 / -0.319
LUMO (alpha / beta), eV: 0.518 / -0.848

Here are the Löwdin charges for atoms 1 to 8, given in e: -0.20, -0.10, -0.13, -0.04, -0.04, -0.24, 0.01, -0.16


DFT (ωB97M-V/def2-TZVPD) results for a single C4H9NO molecule in a non-equilibrium geometry.

The geometry in ORCA input format:
```
! RIJCOSX wB97M-V def2-TZVPD def2/J DEFGRID3
* xyz 0 1
C -2.00 -0.04 -0.41
C -0.75 0.51 -0.32
O -0.69 1.82 -0.65
N 0.43 -0.06 0.04
C 0.42 -1.35 0.69
C 1.71 0.61 -0.05
H -2.79 0.54 0.04
H -2.18 -1.09 -0.59
H -1.55 1.81 -1.12
H 0.94 -1.30 1.66
H -0.61 -1.67 0.86
H 0.93 -2.10 0.07
H 2.46 -0.09 -0.45
H 2.05 0.95 0.94
H 1.63 1.47 -0.71
*
```

Calculated values
HOMO level, Ha: -0.276
LUMO, eV: 0.907
SMILES: C=C(O)N(C)C

Here are the Löwdin charges for atoms 1 to 8, given in e: -0.02, -0.47, 0.04, -0.17, -0.05, -0.05, 0.05, 0.03


DFT (ωB97M-V/def2-TZVPD) results for a molecular structure, C13H15AuF6N2O8S2Si.

The geometry in ORCA input format:
```
! RIJCOSX wB97M-V def2-TZVPD def2/J DEFGRID3
* xyz 0 1
Au -0.97 -0.59 0.39
F 1.21 -1.84 2.94
C 0.70 -1.96 4.17
F 0.98 -3.17 4.64
F 1.24 -1.04 4.96
S -1.13 -1.69 4.11
O -1.29 -0.42 3.46
O -1.60 -1.90 5.43
N -1.60 -2.91 3.18
S -1.76 -2.86 1.67
O -0.57 -3.00 0.84
O -2.59 -1.72 1.15
C -2.81 -4.36 1.40
F -3.05 -4.46 0.10
F -3.95 -4.22 2.05
F -2.17 -5.43 1.83
O -1.02 -1.41 -2.05
C 0.02 -1.37 -2.68
C 1.27 -0.71 -2.31
C 2.28 -0.83 -3.27
C 3.50 -0.24 -3.10
C 3.78 0.51 -1.95
C 2.81 0.64 -0.99
C 1.53 0.04 -1.13
O 0.72 0.29 -0.12
N 4.53 -0.38 -4.13
O 4.25 -1.04 -5.11
O 5.60 0.15 -3.94
H 0.06 -1.87 -3.66
H 2.10 -1.39 -4.18
H 4.75 0.97 -1.83
H 2.99 1.20 -0.09
C -0.69 2.66 -1.92
Si -1.15 2.79 -0.12
C -2.57 4.00 0.08
C 0.27 3.29 0.98
C -1.96 1.20 0.53
H -0.61 3.66 -2.35
H -1.46 2.12 -2.48
H 0.26 2.16 -2.07
H -2.25 5.00 -0.21
H -2.92 4.05 1.11
H -3.42 3.73 -0.55
H 0.74 4.20 0.62
H 1.03 2.50 1.01
H -0.07 3.47 2.00
H -2.88 0.93 0.01
H -2.13 1.22 1.61
*
```

Calculated values
HOMO level, Ha: -0.352
LUMO, eV: -2.058

Here are the Löwdin charges for atoms 1 to 8, given in e: 1.20, 0.13, -0.68, 0.16, 0.15, 0.61, -0.30, -0.24


DFT (ωB97M-V/def2-TZVPD) results for 2 unconnected molecules or ions with the total composition C12H10BCl2F4NO4 in a non-equilibrium geometry.

The geometry in ORCA input format:
```
! RIJCOSX wB97M-V def2-TZVPD def2/J DEFGRID3
* xyz 0 1
O 1.99 -1.23 1.97
C 1.54 -0.73 0.99
C 0.53 0.37 0.94
C 0.13 1.26 1.92
C -0.84 2.19 1.60
C -1.41 2.21 0.32
C -1.02 1.33 -0.68
C -1.68 1.39 -2.04
B -2.61 0.10 -2.18
O -2.34 -0.92 -3.06
O -3.74 0.02 -1.36
C -0.01 0.42 -0.35
C 0.67 -0.62 -1.16
O 0.40 -1.10 -2.23
N 1.80 -1.08 -0.38
C 3.12 -0.87 -0.89
F 4.03 -1.06 0.07
F 3.37 -1.76 -1.88
C 3.36 0.54 -1.48
F 4.69 0.68 -1.68
F 2.99 1.48 -0.59
H 0.60 1.20 2.90
H -1.18 2.90 2.34
H -2.19 2.94 0.13
H -2.37 2.24 -1.99
H -0.98 1.50 -2.87
H -2.12 -1.72 -2.56
H -3.47 -0.25 -0.47
H 2.84 0.67 -2.44
Cl -1.33 -1.11 2.35
C -1.28 -2.41 3.56
Cl -0.45 -3.84 2.94
H -0.75 -2.05 4.43
H -2.29 -2.69 3.82
*
```

Calculated values
HOMO level, Ha: -0.359
LUMO, eV: -0.755
SMILES: O=C1c2cccc(CB(O)O)c2C(=O)N1C(F)(F)C(F)F.ClCCl

Here are the Löwdin charges for atoms 1 to 8, given in e: 0.15, -0.36, -0.20, -0.09, -0.05, -0.01, -0.15, -0.01


Calculated total energy readings, ordered: -6826.1233; -30443.3056; -11712.4661; -7254.7852; -21304.9754; -7830.0629; -82624.5837; -58879.9834 eV